# 1
Here is a structure of composition C25H51F2GaNO6Si in a non-equilibrium geometry from the Open Molecules 2025 dataset. Energies are from the ωB97M-V functional and the def2-TZVPD basis.

Last column: Löwdin charge in e.
CARTESIAN COORDINATES (ANGSTROEM)
C: -1.68 1.00 0.46  -0.21
N: -2.01 1.22 -0.99  -0.23
C: -1.96 -0.07 -1.77  -0.37
Ga: -0.05 -0.70 -2.25  0.41
C: 0.71 0.22 -3.97  -0.44
F: -0.37 1.10 -4.43  -0.11
F: 1.10 -0.74 -4.99  -0.10
C: 1.93 1.14 -3.47  -0.24
C: 3.00 1.52 -4.61  -0.25
Si: 4.20 2.86 -3.87  0.54
C: 5.59 3.22 -5.17  -0.23
C: 5.00 2.19 -2.26  -0.21
C: 3.17 4.46 -3.64  -0.22
C: 3.42 5.63 -4.65  -0.07
C: 2.56 6.92 -4.51  -0.10
C: 1.47 7.16 -3.44  -0.09
C: 1.24 6.00 -2.41  -0.07
C: 2.10 4.71 -2.55  -0.07
H: -0.54 0.98 0.65  0.06
H: -2.17 0.04 0.85  0.06
H: -2.07 1.86 1.12  0.08
H: -2.97 1.58 -0.98  0.07
H: -2.41 -0.89 -1.08  0.03
H: -2.64 0.05 -2.69  0.05
H: 0.10 -2.31 -2.36  -0.10
H: 0.89 -0.27 -0.99  -0.07
H: 1.47 2.03 -2.93  0.09
H: 2.48 0.51 -2.68  0.07
H: 3.62 0.64 -4.98  0.08
H: 2.43 2.04 -5.45  0.09
H: 6.33 4.02 -4.85  0.03
H: 5.04 3.65 -6.10  0.03
H: 6.17 2.26 -5.41  0.04
H: 5.66 2.94 -1.71  0.03
H: 5.70 1.32 -2.57  0.04
H: 4.23 1.70 -1.55  0.04
H: 4.21 5.57 -5.48  0.07
H: 2.76 7.74 -5.29  0.08
H: 0.81 8.09 -3.35  0.08
H: 0.46 6.09 -1.58  0.09
H: 1.89 3.86 -1.80  0.09
C: -6.55 3.84 3.66  -0.11
O: -5.57 3.10 4.36  -0.20
C: -5.88 2.94 5.74  -0.20
C: -5.37 1.60 6.26  -0.18
O: -6.16 0.48 5.84  -0.13
C: -6.05 0.10 4.47  -0.17
C: -4.71 -0.53 4.11  -0.19
O: -3.71 0.48 3.97  -0.21
C: -2.41 0.01 4.28  -0.11
H: -6.57 4.88 4.02  0.09
H: -6.29 3.84 2.60  0.09
H: -7.54 3.39 3.78  0.09
H: -6.96 3.00 5.90  0.12
H: -5.40 3.75 6.28  0.12
H: -5.45 1.61 7.35  0.12
H: -4.32 1.44 6.02  0.12
H: -6.30 0.93 3.81  0.12
H: -6.82 -0.66 4.31  0.12
H: -4.78 -1.05 3.15  0.13
H: -4.43 -1.24 4.89  0.12
H: -2.38 -0.40 5.30  0.08
H: -1.72 0.85 4.24  0.09
H: -2.10 -0.75 3.56  0.09
C: 2.71 -4.34 -2.07  -0.12
O: 1.91 -4.78 -0.99  -0.21
C: 1.16 -5.95 -1.32  -0.20
C: 0.98 -6.83 -0.09  -0.18
O: 2.16 -7.56 0.28  -0.14
C: 3.22 -6.80 0.86  -0.18
C: 2.90 -6.30 2.27  -0.20
O: 2.04 -5.16 2.21  -0.20
C: 1.23 -5.04 3.36  -0.11
H: 2.09 -3.99 -2.89  0.08
H: 3.32 -3.51 -1.71  0.09
H: 3.38 -5.14 -2.41  0.08
H: 1.66 -6.53 -2.10  0.12
H: 0.18 -5.62 -1.69  0.13
H: 0.23 -7.60 -0.33  0.12
H: 0.58 -6.28 0.76  0.12
H: 3.53 -5.99 0.20  0.12
H: 4.06 -7.49 0.94  0.12
H: 3.83 -5.98 2.76  0.12
H: 2.44 -7.11 2.85  0.12
H: 0.63 -5.95 3.51  0.08
H: 0.54 -4.21 3.20  0.09
H: 1.84 -4.84 4.24  0.08

Values from the calculation:
Total energy: -3903.07451 hartree
HOMO energy: -4.35 eV
Gap between HOMO and LUMO: 6.75 eV
E_LUMO: 2.40 eV
Multiplicity: 1
Net charge: -1


# 2
Here is a structure of composition C25H51N2O15S7 in a non-equilibrium geometry from the Open Molecules 2025 dataset. Energies are from the ωB97M-V functional and the def2-TZVPD basis.

Last column: Löwdin charge in e.
CARTESIAN COORDINATES (ANGSTROEM)
C: -3.81 2.74 1.13  -0.05
C: -3.87 1.25 0.57  -0.40
O: -5.23 0.78 0.87  -0.10
C: -3.71 1.15 -1.00  -0.19
S: -2.09 0.46 -1.56  0.54
O: -1.32 1.51 -2.24  -0.38
O: -2.46 -0.54 -2.59  -0.40
N: -1.29 -0.36 -0.36  -0.32
S: 0.14 0.40 0.12  0.59
O: 0.67 -0.43 1.24  -0.42
O: 1.17 0.48 -0.91  -0.35
C: -0.10 2.10 0.80  -0.20
C: 0.79 3.12 -0.02  -0.26
N: 0.25 3.84 -0.92  0.08
H: -4.82 3.07 1.48  0.08
H: -3.41 3.47 0.39  0.07
H: -3.14 2.72 2.04  0.08
H: -3.16 0.56 1.10  0.13
H: -5.79 1.33 0.30  0.08
H: -4.53 0.48 -1.37  0.11
H: -3.91 2.16 -1.46  0.07
H: 0.16 2.11 1.89  0.10
H: -1.19 2.37 0.70  0.06
H: 1.89 3.22 0.18  0.11
H: -0.74 3.60 -0.91  0.02
C: 2.95 -5.38 2.16  -0.22
C: 3.46 -4.50 3.31  -0.22
C: 3.51 -3.06 2.80  -0.22
S: 2.26 -2.94 1.52  0.69
O: 2.91 -2.70 0.25  -0.31
O: 1.18 -2.11 1.99  -0.35
C: 1.74 -4.64 1.59  -0.24
H: 2.68 -6.38 2.51  0.12
H: 3.72 -5.49 1.41  0.08
H: 2.77 -4.56 4.16  0.12
H: 4.44 -4.83 3.67  0.08
H: 3.30 -2.34 3.58  0.10
H: 4.48 -2.83 2.34  0.09
H: 1.47 -4.99 0.59  0.10
H: 0.88 -4.71 2.25  0.09
C: 1.69 8.82 -1.01  -0.23
C: 2.80 8.95 0.04  -0.22
C: 2.16 8.75 1.42  -0.23
S: 0.74 7.69 1.16  0.65
O: -0.45 8.44 1.46  -0.33
O: 1.00 6.40 1.74  -0.32
C: 0.90 7.57 -0.62  -0.23
H: 2.09 8.74 -2.02  0.11
H: 1.04 9.70 -0.97  0.12
H: 3.56 8.18 -0.13  0.12
H: 3.30 9.92 -0.02  0.11
H: 2.85 8.27 2.11  0.10
H: 1.81 9.69 1.84  0.10
H: -0.08 7.53 -1.08  0.11
H: 1.47 6.66 -0.84  0.10
C: -5.64 4.04 -5.24  -0.22
C: -6.96 4.77 -4.99  -0.22
C: -7.16 4.86 -3.48  -0.22
S: -5.52 4.85 -2.75  0.67
O: -5.37 3.63 -1.99  -0.32
O: -5.24 6.14 -2.19  -0.32
C: -4.63 4.67 -4.29  -0.22
H: -5.32 4.12 -6.28  0.12
H: -5.76 2.98 -5.01  0.12
H: -6.90 5.78 -5.41  0.11
H: -7.80 4.27 -5.47  0.11
H: -7.68 5.77 -3.19  0.10
H: -7.70 3.99 -3.10  0.10
H: -3.74 4.05 -4.13  0.12
H: -4.34 5.66 -4.62  0.11
C: 8.18 -5.26 0.67  -0.22
C: 8.33 -5.13 2.19  -0.21
C: 7.14 -5.86 2.83  -0.21
S: 6.65 -7.13 1.67  0.68
O: 5.33 -6.82 1.17  -0.31
O: 6.98 -8.43 2.21  -0.33
C: 7.84 -6.72 0.41  -0.23
H: 9.09 -4.95 0.16  0.11
H: 7.37 -4.61 0.33  0.12
H: 9.26 -5.61 2.51  0.11
H: 8.37 -4.09 2.51  0.12
H: 7.41 -6.32 3.78  0.11
H: 6.29 -5.19 2.97  0.08
H: 7.41 -6.89 -0.58  0.11
H: 8.72 -7.36 0.55  0.11
C: -2.90 -5.32 -1.12  -0.22
C: -3.94 -6.06 -0.27  -0.22
C: -3.22 -6.68 0.93  -0.23
S: -1.79 -5.63 1.24  0.66
O: -0.60 -6.40 0.97  -0.33
O: -1.99 -4.92 2.47  -0.32
C: -2.06 -4.52 -0.13  -0.21
H: -3.36 -4.68 -1.87  0.12
H: -2.27 -6.05 -1.64  0.12
H: -4.69 -5.35 0.08  0.12
H: -4.47 -6.82 -0.85  0.11
H: -3.85 -6.70 1.81  0.10
H: -2.86 -7.68 0.70  0.10
H: -1.11 -4.19 -0.54  0.12
H: -2.62 -3.66 0.25  0.12

Values from the calculation:
Total energy: -5008.45936 hartree
HOMO energy: -5.40 eV
Gap between HOMO and LUMO: 7.34 eV
E_LUMO: 1.94 eV
Multiplicity: 1
Net charge: -1


# 3
Here is a structure of composition C25H52AlBrN2O5P2 in a non-equilibrium geometry from the Open Molecules 2025 dataset. Energies are from the ωB97M-V functional and the def2-TZVPD basis.

Last column: Löwdin charge in e.
CARTESIAN COORDINATES (ANGSTROEM)
C: 2.03 0.39 4.42  -0.09
O: 1.60 -0.02 5.70  -0.17
C: 0.25 0.23 6.03  -0.21
C: -0.41 -1.07 6.49  -0.24
C: -1.03 -1.96 5.40  -0.31
C: -1.91 -1.23 4.36  -0.17
C: -1.19 -0.87 3.06  -0.20
C: -2.17 -0.72 1.87  -0.19
C: -2.67 0.71 1.60  -0.17
C: -1.92 1.47 0.48  -0.18
C: -0.44 1.10 0.28  -0.19
C: -0.14 0.15 -0.89  -0.14
C: 0.31 0.77 -2.21  -0.46
C: 0.51 -0.36 -3.23  -0.11
C: 1.63 -1.35 -2.87  -0.15
C: 1.24 -2.63 -2.12  -0.18
C: 0.03 -3.37 -2.67  -0.21
N: -0.08 -4.70 -2.09  -0.11
C: -1.12 -5.52 -2.75  -0.03
C: -0.26 -4.74 -0.68  -0.50
C: -0.88 -3.56 0.05  -0.01
O: 0.02 -5.73 -0.06  0.11
O: -0.74 1.63 -2.65  -0.22
P: -0.33 3.07 -3.34  0.62
C: -0.97 4.18 -1.34  -0.03
N: -0.86 5.47 -1.32  0.20
C: 0.08 2.66 -5.12  -0.22
C: -0.80 1.68 -5.85  -0.86
O: -0.37 0.88 -6.60  0.07
Br: -2.72 1.80 -5.57  0.77
O: 1.20 2.97 -2.65  -0.30
C: 1.58 1.68 -2.16  -0.42
P: 2.65 1.63 -0.62  0.97
C: 2.51 3.34 0.05  -0.27
C: 4.36 1.55 -1.29  -0.27
H: 1.74 -0.34 3.65  0.08
H: 3.11 0.46 4.44  0.10
H: 1.60 1.36 4.15  0.09
H: -0.29 0.71 5.22  0.11
H: 0.23 0.93 6.88  0.14
H: 0.45 -1.59 6.96  0.02
H: -1.12 -0.89 7.29  0.13
H: -1.70 -2.69 5.89  0.03
H: -0.25 -2.54 4.88  0.09
H: -2.75 -1.88 4.13  0.12
H: -2.34 -0.34 4.83  0.13
H: -0.45 -1.64 2.83  0.11
H: -0.68 0.09 3.19  0.08
H: -3.04 -1.33 2.08  0.11
H: -1.70 -1.12 0.97  0.08
H: -3.71 0.63 1.28  0.11
H: -2.70 1.30 2.52  0.11
H: -2.46 1.36 -0.46  0.11
H: -1.96 2.54 0.73  0.09
H: 0.13 2.03 0.11  0.05
H: 0.00 0.67 1.18  0.10
H: 0.62 -0.55 -0.56  0.09
H: -1.07 -0.38 -1.13  0.13
H: -0.45 -0.85 -3.39  0.12
H: 0.77 0.10 -4.19  0.11
H: 2.10 -1.66 -3.81  0.12
H: 2.42 -0.85 -2.30  0.10
H: 1.15 -2.44 -1.05  0.09
H: 2.08 -3.33 -2.20  0.13
H: 0.19 -3.49 -3.74  0.14
H: -0.90 -2.80 -2.57  0.11
H: -1.75 -6.01 -2.01  0.09
H: -0.67 -6.29 -3.38  0.09
H: -1.76 -4.88 -3.36  0.09
H: -0.16 -3.21 0.79  0.08
H: -1.17 -2.73 -0.58  0.05
H: -1.75 -3.93 0.59  0.10
H: -1.71 3.30 -3.61  0.02
H: 0.00 4.43 -3.61  0.06
H: -0.24 3.67 -0.73  0.08
H: -1.98 3.80 -1.35  0.13
H: -0.19 5.87 -0.67  0.16
H: -1.72 6.02 -1.30  0.16
H: 0.13 3.57 -5.72  0.11
H: 1.09 2.26 -5.08  0.10
H: 2.27 1.30 -2.93  0.10
H: 1.84 3.96 -0.55  0.01
H: 2.15 3.33 1.08  0.03
H: 3.48 3.84 0.02  0.04
H: 4.91 2.45 -1.02  0.04
H: 4.88 0.70 -0.85  0.03
H: 4.39 1.48 -2.38  0.04
Al: -0.06 -3.88 7.14  1.14

Values from the calculation:
Total energy: -4967.92776 hartree
HOMO energy: -12.70 eV
Gap between HOMO and LUMO: 4.77 eV
E_LUMO: -7.93 eV
Multiplicity: 1
Net charge: +2


# 4
Here is a structure of composition C25H52AsCeN12S5 in a non-equilibrium geometry from the Open Molecules 2025 dataset. Energies are from the ωB97M-V functional and the def2-TZVPD basis.

Last column: Löwdin charge in e.
CARTESIAN COORDINATES (ANGSTROEM)
Ce: 0.05 -0.62 0.14  0.32
C: -3.83 -1.67 0.06  -0.06
N: -3.77 -0.28 0.45  -0.14
C: -4.57 0.06 1.62  -0.05
C: -3.20 0.68 -0.33  -0.38
N: -1.99 0.54 -0.87  -0.02
C: -1.69 1.35 -2.04  -0.21
C: -0.67 0.64 -2.92  -0.18
N: 0.62 0.48 -2.23  -0.23
C: 1.48 -0.47 -2.96  -0.19
C: 2.74 -0.77 -2.18  -0.20
N: 2.40 -1.31 -0.87  -0.02
C: 3.43 -1.80 -0.16  -0.41
N: 4.70 -1.33 -0.30  -0.14
C: 5.86 -2.19 -0.19  -0.04
C: 4.99 0.08 -0.31  -0.04
N: 3.26 -2.81 0.72  -0.14
C: 3.99 -2.92 1.97  -0.06
C: 2.31 -3.87 0.48  -0.09
C: 1.32 1.78 -2.07  -0.14
C: 1.68 2.04 -0.63  -0.21
N: 0.49 2.05 0.20  0.03
C: 0.18 3.18 0.80  -0.37
N: 0.82 4.36 0.48  -0.20
C: 1.33 5.24 1.51  -0.05
C: 0.69 4.95 -0.83  -0.05
N: -0.74 3.24 1.77  -0.13
C: -1.19 2.06 2.47  -0.09
C: -1.40 4.48 2.13  -0.05
N: -3.93 1.82 -0.49  -0.14
C: -5.37 1.79 -0.58  -0.04
C: -3.33 3.13 -0.45  -0.04
H: -4.86 -1.91 -0.24  0.10
H: -3.54 -2.30 0.89  0.06
H: -3.17 -1.85 -0.78  0.04
H: -4.51 1.12 1.83  0.09
H: -4.16 -0.48 2.48  0.07
H: -5.62 -0.22 1.48  0.10
H: -1.29 2.33 -1.76  0.08
H: -2.58 1.53 -2.66  0.14
H: -0.54 1.20 -3.86  0.14
H: -1.05 -0.35 -3.17  0.08
H: 1.75 -0.06 -3.95  0.14
H: 0.92 -1.39 -3.13  0.05
H: 3.35 0.14 -2.11  0.09
H: 3.35 -1.48 -2.75  0.14
H: 5.55 -3.23 -0.25  0.10
H: 6.40 -2.04 0.74  0.09
H: 6.53 -1.98 -1.02  0.10
H: 4.10 0.64 -0.06  0.07
H: 5.38 0.42 -1.27  0.10
H: 5.74 0.30 0.46  0.10
H: 4.65 -3.79 1.98  0.10
H: 3.27 -3.01 2.79  0.00
H: 4.58 -2.02 2.13  0.09
H: 2.85 -4.81 0.30  0.10
H: 1.70 -3.60 -0.38  0.04
H: 1.66 -4.00 1.35  0.03
H: 0.66 2.57 -2.44  0.10
H: 2.21 1.80 -2.71  0.13
H: 2.26 2.98 -0.55  0.13
H: 2.34 1.24 -0.28  0.06
H: 1.35 4.71 2.47  0.10
H: 0.73 6.15 1.62  0.09
H: 2.35 5.53 1.27  0.10
H: 0.27 4.23 -1.53  0.07
H: 1.66 5.28 -1.22  0.10
H: 0.02 5.82 -0.81  0.10
H: -0.34 1.44 2.73  0.01
H: -1.91 1.48 1.87  0.06
H: -1.69 2.35 3.39  0.10
H: -1.27 5.23 1.36  0.09
H: -1.04 4.87 3.08  0.10
H: -2.47 4.29 2.24  0.09
H: -5.84 2.27 0.29  0.10
H: -5.72 0.76 -0.65  0.10
H: -5.69 2.32 -1.47  0.10
H: -2.29 3.05 -0.15  0.06
H: -3.86 3.74 0.29  0.10
H: -3.39 3.65 -1.42  0.10
S: -1.48 -0.82 4.07  0.03
As: 0.12 -1.82 3.18  -0.40
S: 1.60 -0.38 2.28  0.24
S: -0.71 -2.86 1.38  0.20
S: 1.17 -3.19 4.37  -0.01
S: -0.89 -2.81 -2.12  0.70
C: -1.36 -4.22 -1.29  -0.83
N: -0.42 -5.16 -1.01  0.08
C: -0.66 -6.26 -0.27  -0.03
C: -1.93 -6.47 0.19  -0.01
C: -2.88 -5.52 -0.19  -0.08
N: -2.62 -4.44 -0.90  0.09
H: 0.51 -4.97 -1.35  0.13
H: 0.18 -6.92 -0.09  0.14
H: -2.18 -7.33 0.80  0.12
H: -3.92 -5.65 0.11  0.13

Values from the calculation:
Total energy: -6342.59983 hartree
HOMO energy (spin up / spin down): -9.09 / -9.09 eV
Gap between HOMO and LUMO (spin up / spin down): 5.20 / 5.20 eV
E_LUMO (spin up / spin down): -3.89 / -3.89 eV
Multiplicity: 1
Net charge: +1